[1]
Molecular formula: C42H31FeN9O4S
Method: DFT, ωB97M-V/def2-TZVPD

The geometry in XYZ format:
```
88
Properties=species:S:1:pos:R:3:forces:R:3:lowdin_spin:R:1
Fe -0.68427 0.02857 0.94325 0.069 0.401 0.091 3.73
C -2.82492 2.48745 -2.47797 -0.002 0.001 0.005 0.00
C -2.60502 1.65933 -1.38732 -0.019 0.028 -0.025 0.00
N -1.44220 1.65544 -0.74763 0.035 0.064 -0.111 0.02
C -0.50244 2.49283 -1.18567 0.008 0.022 0.010 0.00
C -0.74255 3.33021 -2.27432 0.014 -0.074 0.075 0.00
N -1.89503 3.32654 -2.92592 -0.067 -0.037 -0.014 0.00
C 0.77446 2.49840 -0.42871 -0.032 -0.095 0.007 0.00
C 1.94547 3.05385 -0.91216 -0.014 -0.024 0.105 0.00
C 3.08730 2.99853 -0.11704 -0.025 -0.019 0.024 0.00
C 3.00026 2.39901 1.12968 -0.073 -0.030 -0.043 0.00
C 1.79634 1.82183 1.51449 0.022 0.068 -0.015 0.00
N 0.71391 1.88184 0.74940 0.043 0.013 -0.052 0.02
C 1.59546 1.09226 2.79068 -0.063 0.006 -0.004 0.00
C 2.59243 0.88243 3.73313 -0.020 0.093 -0.041 0.00
N 2.35474 0.27381 4.88770 0.012 -0.022 0.047 0.00
C 1.11271 -0.13624 5.09740 -0.084 -0.026 0.005 0.00
C 0.11282 0.03248 4.14718 0.042 -0.012 -0.007 0.00
N 0.35582 0.63826 2.99547 0.175 -0.187 0.020 0.03
C 4.37445 3.52405 -0.62034 0.021 0.016 -0.013 0.00
C 4.75758 3.30800 -1.93903 0.046 0.023 0.020 0.00
C 5.97882 3.80367 -2.36753 -0.026 -0.017 -0.055 0.00
N 6.81552 4.48561 -1.59141 0.029 0.015 -0.016 0.00
C 6.44112 4.68833 -0.33226 -0.002 0.021 0.053 0.00
C 5.24541 4.23159 0.19927 0.007 -0.004 -0.023 0.00
H -3.77558 2.47449 -2.99641 -0.005 0.012 -0.013 0.00
H -3.36734 0.98120 -1.02549 0.026 0.024 -0.006 0.00
H 0.01032 4.02699 -2.61745 0.022 0.021 -0.021 0.00
H 1.98563 3.50629 -1.89175 0.012 0.019 -0.031 0.00
H 3.87674 2.31821 1.75418 0.035 -0.003 0.000 0.00
H 3.60968 1.20746 3.55855 0.008 -0.001 -0.005 0.00
H 0.90044 -0.63599 6.03346 0.006 -0.003 0.016 0.00
H -0.88612 -0.35055 4.30821 -0.017 -0.049 -0.022 0.00
H 4.13499 2.73695 -2.61509 -0.029 -0.026 -0.009 0.00
H 6.30070 3.63973 -3.38969 0.009 -0.005 -0.009 0.00
H 7.13095 5.24990 0.28735 0.008 0.003 0.007 0.00
H 4.99418 4.44485 1.22971 -0.013 -0.004 0.017 0.00
O -0.78835 -3.31963 3.69113 0.023 -0.005 -0.100 0.01
S -0.44153 -2.81771 2.38053 0.091 -0.013 0.205 0.01
O 0.89139 -2.31753 2.16203 0.004 0.068 -0.019 0.01
N -1.42578 -1.63961 1.92963 -0.003 -0.214 0.055 0.05
C -2.76730 -1.64817 2.25997 0.074 0.148 -0.118 0.00
C -3.53816 -2.72528 2.63021 -0.091 -0.013 0.044 0.01
C -4.90395 -2.56401 2.94013 0.012 0.032 -0.007 0.00
C -5.51602 -1.34469 2.89686 0.003 0.024 -0.014 0.00
C -4.75846 -0.20764 2.52598 -0.085 -0.012 0.049 0.00
C -5.29041 1.10040 2.48802 0.013 -0.035 -0.015 0.00
C -4.48854 2.15304 2.14972 0.038 -0.044 0.002 0.00
C -3.14642 1.89435 1.81572 -0.031 0.084 0.029 0.00
N -2.62531 0.69348 1.81880 -0.059 -0.052 0.024 0.03
C -3.39914 -0.36209 2.19390 -0.016 -0.047 -0.008 0.00
C -0.65349 -4.16863 1.24597 -0.020 -0.010 0.031 0.00
C -0.29909 -3.98595 -0.08491 0.132 0.080 -0.023 0.00
C -0.40322 -5.05564 -0.95894 -0.032 0.021 0.006 0.00
C -0.86659 -6.28776 -0.51012 0.006 0.020 -0.022 0.00
C -1.21381 -6.45761 0.81942 -0.005 -0.004 0.050 0.00
C -1.10089 -5.39512 1.70774 -0.059 0.018 -0.051 0.00
H -3.09649 -3.70665 2.70668 0.007 -0.011 -0.003 0.00
H -5.47206 -3.43907 3.22705 -0.019 -0.021 0.008 0.00
H -6.56202 -1.22837 3.14775 -0.017 0.000 0.007 0.00
H -6.33376 1.25241 2.73740 -0.008 0.001 0.008 0.00
H -4.86206 3.16672 2.12547 -0.002 0.017 0.003 0.00
H -2.48748 2.70527 1.52596 0.017 0.003 -0.012 0.00
H 0.09076 -3.02371 -0.40555 -0.064 -0.038 0.006 0.00
H -0.10024 -4.94222 -1.99105 0.009 0.029 -0.057 0.00
H -0.94140 -7.11963 -1.19813 0.004 -0.015 -0.014 0.00
H -1.55751 -7.42088 1.17209 -0.014 -0.008 0.010 0.00
H -1.34494 -5.50707 2.75464 0.005 -0.015 0.041 0.00
O 2.60729 -0.26175 -0.33239 0.036 -0.056 0.009 0.01
C 1.60526 -0.35255 -1.02967 0.005 0.181 0.078 0.01
O 0.40693 -0.57531 -0.62244 -0.065 -0.168 -0.117 0.05
C 1.72005 -0.10493 -2.52092 0.060 -0.070 -0.030 0.00
C 2.97769 -0.00119 -3.10488 -0.006 0.014 0.026 0.00
C 3.09966 0.28305 -4.45592 0.020 0.011 -0.025 0.00
C 1.96411 0.47920 -5.23232 -0.011 0.001 -0.015 0.00
C 0.70616 0.37720 -4.65460 0.008 0.013 -0.030 0.00
C 0.58697 0.07836 -3.30486 -0.055 -0.007 0.026 0.00
H 3.84682 -0.14309 -2.47610 0.015 -0.012 0.018 0.00
H 4.08124 0.35137 -4.90740 0.016 0.007 -0.013 0.00
H 2.06031 0.70908 -6.28550 0.001 0.003 -0.016 0.00
H -0.18062 0.53726 -5.25517 -0.012 0.000 -0.016 0.00
H -0.38581 -0.00468 -2.83406 0.013 0.006 0.009 0.00
C -2.09605 -2.52608 -3.15956 0.062 0.013 -0.037 0.00
C -2.32275 -1.81099 -1.91427 0.028 -0.106 0.099 0.00
N -2.45790 -1.26356 -0.91634 -0.211 0.021 -0.035 0.01
H -2.44829 -1.93703 -4.00484 -0.017 0.002 0.009 0.00
H -2.61619 -3.48175 -3.13939 0.019 -0.012 0.006 0.00
H -1.02540 -2.69124 -3.26941 0.029 -0.040 -0.036 0.00
```
Forces are in eV/Å.

## Properties
spin multiplicity: 5
frontier orbital gap (alpha / beta): 6.923 / 7.012 eV
HOMO level (alpha / beta): -7.63 / -7.71 eV

=====

[2]
Molecular formula: C52H47Br6N9O14
Method: DFT, ωB97M-V/def2-TZVPD

The geometry in XYZ format:
```
128
Properties=species:S:1:pos:R:3:forces:R:3:lowdin_charge:R:1
N 0.71074 1.23131 -7.10576 0.603 2.047 -1.668 -0.02
C 1.70015 0.91269 -8.00511 0.590 -1.004 0.352 -0.13
C 2.19546 -0.34506 -7.64707 -1.086 1.479 -0.967 -0.11
C 1.39956 -0.77201 -6.57069 -0.037 -0.042 1.056 -0.12
C 0.53909 0.27330 -6.20589 0.303 -2.164 0.371 -0.15
H 0.26291 2.13654 -7.09508 -0.015 -0.283 0.080 0.15
H 2.00172 1.52002 -8.84572 -0.245 0.243 0.279 0.10
H 2.94808 -0.85030 -8.23419 -0.069 -0.215 0.318 0.09
H 1.50558 -1.74145 -6.10665 -0.194 0.168 0.242 0.08
H -0.19858 0.38464 -5.42496 0.132 -0.221 -0.050 0.11
N -5.21529 -3.08574 -1.60980 1.239 -1.619 -3.342 0.01
C -4.75434 -3.49014 -2.92553 -1.215 -0.129 1.463 -0.09
C -4.59846 -4.88748 -2.90705 0.797 2.409 -0.127 -0.13
C -4.75862 -5.31010 -1.57969 -1.214 0.395 -0.100 -0.12
C -5.23608 -4.21419 -0.86830 0.674 -0.454 1.546 -0.17
H -5.39661 -2.13673 -1.31553 0.028 -0.388 -0.025 0.14
H -4.73556 -2.73085 -3.69334 0.126 -0.282 -0.087 0.09
H -4.24360 -5.53295 -3.69688 -0.115 0.303 -0.167 0.09
H -4.64385 -6.36313 -1.36908 -0.198 0.247 0.805 0.09
H -5.44260 -4.07408 0.18248 -0.109 -0.462 0.043 0.10
C -0.86952 8.38656 -5.35643 -0.693 -1.124 0.781 -1.51
Br -2.86333 8.32321 -5.23930 1.194 0.121 -0.298 0.50
Br -0.15585 7.23142 -6.73832 -0.331 0.481 0.055 0.54
Br -0.17289 7.66767 -3.62535 -0.261 0.862 -0.861 0.48
H -0.58963 9.42071 -5.55717 0.091 -0.349 0.329 -0.02
C -2.40735 6.91651 2.20664 -0.035 0.871 -0.353 -1.50
Br -3.81421 7.87481 1.16106 0.687 -0.954 0.620 0.50
Br -3.12910 5.67597 3.52796 0.314 0.940 -0.244 0.56
Br -1.14463 8.39840 2.77019 -0.817 -1.461 0.066 0.48
H -1.84257 6.24684 1.55806 -0.141 0.582 -0.103 -0.04
C 2.30181 1.96045 1.09550 -1.202 0.691 -0.339 -0.06
C 1.80613 1.13596 2.06503 0.654 -0.737 -0.062 -0.08
C 0.46031 0.79990 2.12061 -0.928 -0.961 1.742 -0.03
C -0.49298 1.27390 1.25646 0.879 0.262 -0.849 -0.12
C 0.02443 2.15035 0.30478 -1.900 0.704 -0.765 -0.03
C 1.33839 2.51865 0.24618 1.551 0.081 0.021 -0.07
N -1.98052 0.94981 1.36414 -0.575 2.337 -0.645 -0.28
O -2.70540 1.24850 0.35944 2.089 -1.407 2.936 0.04
O -2.37323 0.66978 2.49820 0.291 -0.201 -2.040 0.07
H 3.34489 2.23945 1.07217 0.000 -0.019 -0.170 0.11
H 2.55804 0.69205 2.70062 -0.444 -0.214 0.565 0.11
H 0.10139 0.21135 2.95199 0.123 -0.362 0.060 0.12
H -0.64952 2.66996 -0.36020 -0.217 -0.185 -0.175 0.12
H 1.68366 3.26759 -0.45116 -0.323 0.015 -0.282 0.11
C 1.56134 -5.09923 4.90029 -0.821 -0.504 -0.012 -0.06
C 2.74632 -5.66652 5.36073 0.016 0.041 -1.489 -0.08
C 3.22347 -6.80623 4.74044 -1.190 -2.059 0.748 -0.01
C 2.39520 -7.53979 3.85347 1.026 1.225 1.086 -0.12
C 1.19964 -6.97934 3.42040 0.134 -1.100 0.217 -0.03
C 0.74980 -5.77644 3.94083 1.415 0.386 0.526 -0.05
N 2.75792 -8.96335 3.54374 1.215 0.996 1.136 -0.36
O 2.09611 -9.51672 2.72422 -0.916 -0.757 -1.068 0.10
O 3.69406 -9.47286 4.15607 -0.703 0.619 -0.372 0.07
H 1.25035 -4.21446 5.43589 -0.452 0.192 -0.340 0.10
H 3.36331 -5.26101 6.14896 -0.277 0.362 0.056 0.11
H 3.99285 -7.33327 5.28512 0.558 -0.070 -0.633 0.11
H 0.55402 -7.59071 2.80739 -0.014 0.122 -0.255 0.12
H -0.21084 -5.46359 3.55913 0.005 0.553 0.399 0.10
C -11.88191 -2.70537 5.18768 -2.427 -1.349 2.672 -0.10
C -11.06587 -2.12400 4.28844 -0.266 -0.264 -1.580 -0.11
C -9.99951 -1.43452 4.70868 1.637 2.101 1.246 -0.02
C -9.76882 -1.25625 6.09582 0.902 1.020 -1.398 -0.10
C -10.61848 -1.78244 7.02435 -1.718 -2.230 0.647 0.00
C -11.72495 -2.60884 6.57766 2.209 1.620 -1.455 -0.02
N -8.57715 -0.34128 6.52139 -0.678 -0.191 -0.625 -0.33
O -8.02961 0.37136 5.67906 -0.882 -1.124 0.776 0.06
O -8.28204 -0.38241 7.69489 -0.022 0.005 -0.200 0.07
H -12.79223 -3.21594 4.91012 0.072 -0.243 -0.553 0.11
H -11.27289 -2.17316 3.22960 -0.065 -0.101 -0.054 0.12
H -9.47202 -0.85424 3.96610 0.621 -0.098 0.269 0.12
H -10.49894 -1.75495 8.09736 0.469 0.560 -0.030 0.11
H -12.40905 -3.14262 7.22069 0.155 0.294 0.287 0.10
C -7.27028 3.15205 -10.28534 2.006 -1.201 0.605 -0.05
C -6.02429 2.42242 -10.05261 -2.017 1.517 2.561 -0.01
C -5.58635 2.37254 -8.67944 -0.076 -0.205 -2.255 -0.02
C -6.30587 2.99248 -7.68952 0.167 0.261 -0.037 -0.15
C -7.41932 3.78860 -7.97447 0.385 -0.732 1.749 -0.02
C -7.95650 3.78623 -9.23014 0.833 -0.339 -1.630 -0.08
N -5.81912 2.90045 -6.27438 1.269 1.316 1.009 -0.32
O -4.58107 2.91660 -6.07790 -2.371 -0.500 -0.674 0.05
O -6.65048 2.95899 -5.36818 0.812 -0.334 -1.320 0.07
H -7.70852 3.29271 -11.26235 0.220 -0.378 -0.227 0.09
H -5.38929 1.87257 -10.73147 -0.434 0.308 -0.570 0.09
H -4.64059 1.88221 -8.50186 -0.101 -0.146 0.420 0.11
H -7.78033 4.32738 -7.11088 -0.633 0.090 -0.185 0.12
H -8.86275 4.28216 -9.54504 -0.041 0.338 0.554 0.11
C 13.12310 4.21929 -4.69975 -0.699 -0.529 0.912 -0.07
C 11.86679 4.31612 -5.24348 -0.594 -1.303 0.838 -0.06
C 10.74337 4.20891 -4.38113 -0.929 0.343 -2.545 -0.03
C 10.81065 4.01877 -3.06561 1.799 0.039 1.683 -0.15
C 12.11210 3.93277 -2.48399 0.329 0.623 0.169 0.01
C 13.24058 4.07964 -3.28339 -0.492 0.112 -1.428 -0.06
N 9.55565 3.88310 -2.28197 -0.739 -1.373 2.097 -0.32
O 9.67066 3.90192 -1.04863 0.449 0.428 -1.459 0.06
O 8.47459 3.61480 -2.80475 1.501 0.744 -0.530 0.07
H 13.94823 4.05028 -5.37576 0.357 0.430 0.223 0.11
H 11.74010 4.10483 -6.29500 -0.203 0.723 -0.189 0.11
H 9.73163 4.20216 -4.75892 -0.035 0.090 -0.517 0.12
H 12.31955 3.82866 -1.42924 -0.579 -0.136 0.132 0.11
H 14.25888 4.06090 -2.92408 -0.173 -0.199 0.617 0.10
C -0.19877 1.94373 8.37630 -1.422 0.584 -1.813 -0.12
C -1.44888 1.37457 8.58107 1.552 -0.702 1.457 -0.04
C -1.68742 0.85175 9.88071 -1.758 1.570 -1.212 0.00
C -0.82132 1.17357 10.89339 1.687 0.632 0.896 -0.13
C 0.38187 1.88777 10.66650 0.382 -1.186 -0.974 0.01
C 0.72101 2.21356 9.33780 -0.388 -0.013 1.727 -0.07
N -1.08359 0.74519 12.32734 -1.079 -1.842 0.409 -0.30
O -0.18401 0.94099 13.14711 -1.642 -0.106 -1.111 0.06
O -2.15357 0.09796 12.56193 2.878 2.065 -0.645 0.04
H -0.06568 2.33505 7.37853 0.465 -0.047 -0.209 0.10
H -2.06493 1.35041 7.69434 -0.619 -0.454 0.479 0.11
H -2.69525 0.54789 10.12222 0.124 -0.688 0.145 0.12
H 1.15722 1.96704 11.41414 -0.429 0.299 0.392 0.11
H 1.60943 2.74877 9.03669 0.238 -0.111 0.448 0.11
C 6.30189 -2.66121 -1.99448 0.341 -1.238 0.365 -0.03
C 7.53102 -2.80092 -2.65260 -0.587 0.585 0.442 -0.08
C 8.30401 -3.90969 -2.46513 0.932 -1.639 0.037 -0.03
C 7.87959 -4.93267 -1.65602 -1.996 0.434 0.658 -0.13
C 6.60057 -4.84918 -1.03706 1.082 -0.863 0.707 -0.01
C 5.79825 -3.75681 -1.18079 1.010 2.614 -1.988 -0.05
N 8.71504 -6.10640 -1.45931 0.482 -1.835 0.755 -0.37
O 8.41665 -6.99371 -0.68271 -1.766 0.559 0.898 0.07
O 9.73255 -6.24204 -2.07969 1.274 1.396 -1.697 0.08
H 5.80373 -1.70641 -2.07558 -0.408 -0.146 -0.017 0.10
H 8.02899 -2.08050 -3.28461 -0.693 0.632 0.027 0.11
H 9.26348 -4.03791 -2.94407 0.061 0.177 -0.096 0.12
H 6.28846 -5.57448 -0.30022 0.151 -0.522 -0.306 0.12
H 4.82042 -3.66174 -0.73222 0.110 -0.148 0.211 0.10
```
Forces are in eV/Å.

## Properties
spin multiplicity: 1
frontier orbital gap: 7.089 eV
HOMO level: -8.01 eV

=====

[3]
Molecular formula: CH3N2S
Method: DFT, ωB97M-V/def2-TZVPD

The geometry in XYZ format:
```
7
Properties=species:S:1:pos:R:3:forces:R:3:nbo_charge:R:1
N 2.14991 -0.14617 0.71114 -1.497 0.638 -0.334 -0.66
S 1.01970 -1.05309 0.21813 0.325 -0.175 -0.032 0.78
C -1.18985 -0.63047 -0.00520 1.036 -1.074 0.716 0.33
N -1.53843 0.48184 -0.46263 -0.154 1.498 -0.575 -0.80
H 3.06127 -0.57308 0.86790 0.161 -0.525 0.044 0.41
H -0.96311 1.29754 -0.68799 0.072 -0.186 0.108 0.46
H -2.53948 0.62343 -0.64136 0.057 -0.176 0.074 0.47
```
Forces are in eV/Å.

## Properties
spin multiplicity: 1
ΔE to the lowest compared entry with this formula, charge and spin: 64.01 kcal per mole
frontier orbital gap (alpha / beta): 7.506 / 7.505 eV
total charge: +1
HOMO level (alpha / beta): -14.53 / -14.53 eV
SMILES: [NH+]#S#CN

=====

no.,electronic energy (hartree)
1,-4074.89981
2,-18999.06716
3,-547.15913